# 1
The following is a quantum chemistry calculation of a cluster of 2 separate species, C9H14 in total in a non-equilibrium geometry, from the OMol25 dataset.

Structure (XYZ):
```
23
Properties=species:S:1:pos:R:3
C 0.81114 -1.07086 1.66375
C -0.56818 -0.69877 1.14804
C -1.18218 -1.64652 0.33110
C -2.46012 -1.42702 -0.17903
C -3.07385 -0.19904 -0.00549
C -2.43910 0.73904 0.79747
C -1.26326 0.45892 1.48786
H 0.82667 -1.60586 2.60916
H 1.56183 -0.29172 1.74997
H 1.10715 -1.90280 1.02442
H -0.64529 -2.58269 0.24981
H -2.90736 -2.23978 -0.73620
H -4.06806 -0.02356 -0.38573
H -2.86712 1.70093 1.06042
H -0.90554 1.23866 2.14630
C 1.90225 0.53422 -1.61103
C 2.65232 1.85130 -1.65794
H 1.47536 0.27243 -0.63961
H 0.94315 0.43460 -2.13081
H 2.53698 -0.26548 -1.97706
H 2.18995 2.57739 -2.33056
H 3.70581 1.74263 -1.90245
H 2.66744 2.40397 -0.71237
```

## Properties
Energy above the lowest of the compared OMol25 structures with the same formula, charge and spin in kJ/mol: 71.8
Structure (SMILES): Cc1ccccc1.CC
Orbital gap in eV: 10.0965
2S+1: 1

---

# 2
The following is a quantum chemistry calculation of a structure of composition C7H19N8O13Pb in a non-equilibrium geometry, from the OMol25 dataset.

Structure (XYZ):
```
48
Properties=species:S:1:pos:R:3
Pb -0.33546 -0.51065 0.63510
O -3.14401 -6.51454 -1.76543
C -2.87908 -5.61633 -0.83772
O -2.58031 -5.98776 0.36944
O -2.84939 -4.42792 -1.12141
H -3.24731 -5.78595 -2.38194
O 4.10800 -2.10488 4.64871
C 2.88482 -1.79089 4.22230
O 2.46261 -0.58254 4.24665
O 2.21030 -2.67484 3.68916
H 4.42928 -1.20041 4.66627
O -5.69310 -1.48836 5.36148
C -4.40597 -1.66694 4.93139
O -4.06499 -1.05982 3.91830
O -3.78983 -2.58438 5.35989
H -5.59305 -2.03421 6.14483
C 3.96627 3.14493 -2.48842
O 3.37757 2.59008 -1.56009
N 3.45572 4.02323 -3.23870
N 5.11634 2.89487 -2.86130
H 2.54286 4.42946 -3.09106
H 3.86925 4.08140 -4.15832
H 5.66474 2.24410 -2.31735
H 5.40300 3.51949 -3.60140
C -4.20973 1.36675 -3.09087
O -2.99625 1.25699 -2.73911
N -4.73328 2.49641 -3.40555
N -4.98339 0.41838 -3.25428
H -5.69956 2.65261 -3.15657
H -4.15619 3.32387 -3.35680
H -4.56706 -0.36861 -2.77738
H -5.98543 0.54273 -3.23095
C -0.47617 5.49826 2.76190
O -0.74925 4.34747 2.48914
N -1.37746 6.34612 3.24710
N 0.65701 6.02979 2.42831
H -2.28874 5.99096 3.49918
H -1.00681 7.27970 3.35262
H 0.84801 7.00476 2.61007
H 1.29913 5.47012 1.88558
C 3.34305 -4.69773 -1.87046
O 2.68437 -3.76203 -1.56274
N 4.05201 -4.74622 -3.01335
N 3.55901 -5.71153 -1.10700
H 4.27751 -3.89318 -3.50488
H 4.48651 -5.60549 -3.31824
H 3.01305 -5.62362 -0.26183
H 4.10140 -6.51365 -1.39428
```

## Properties
Energy above the lowest of the compared OMol25 structures with the same formula, charge and spin in kJ/mol: 1454.7
Orbital gap in eV: 2.4123
Total charge: -1
2S+1: 1